DFT (ωB97M-V/def2-TZVPD) results for a 14-piece molecular cluster, C80H190B2Cl2F8N10O5 overall at a distorted geometry.

Geometry (Å):
C  -8.2830  1.4185  -3.4959
C  -7.7189  2.7321  -2.8683
N  -6.4318  3.3278  -3.4344
C  -5.2407  2.3746  -3.1490
C  -6.5784  3.4267  -5.0110
C  -5.4071  4.2278  -5.7017
C  -6.1994  4.7611  -2.9029
C  -6.3980  5.1097  -1.4141
O  -5.5883  4.2213  -0.6426
C  -5.4469  4.6908  0.7072
H  -8.5714  1.4483  -4.5466
H  -9.2369  1.0685  -3.1015
H  -7.6011  0.5720  -3.4154
H  -7.5411  2.5714  -1.8050
H  -8.4468  3.5418  -2.9183
H  -5.1145  2.2421  -2.0744
H  -4.3211  2.9035  -3.3992
H  -5.3815  1.4388  -3.6899
H  -7.5268  3.9389  -5.1733
H  -6.5434  2.4314  -5.4539
H  -4.4512  3.9410  -5.2634
H  -5.5955  5.2737  -5.4592
H  -5.3781  4.2228  -6.7913
H  -6.8022  5.2979  -3.6355
H  -5.1881  5.1154  -3.1028
H  -7.4189  5.0846  -1.0329
H  -5.9655  6.1037  -1.2996
H  -5.1905  5.7495  0.7461
H  -4.7752  4.1154  1.3444
H  -6.4223  4.7157  1.1931
C  8.9664  1.3293  2.6676
C  8.6486  1.6836  1.1787
N  7.1958  1.4991  0.6104
C  6.1338  2.2598  1.5479
C  7.2505  2.0933  -0.8820
C  7.1405  3.6221  -1.0758
C  6.7971  -0.0059  0.5149
C  6.3162  -0.6624  1.8711
O  4.8979  -0.4659  1.8533
C  4.1598  -0.7092  3.0606
H  8.9637  0.2438  2.7667
H  8.2287  1.7020  3.3782
H  9.8775  1.7572  3.0858
H  9.2362  0.9630  0.6097
H  9.1165  2.6459  0.9712
H  6.4122  3.3133  1.5773
H  6.1417  1.8020  2.5371
H  5.1339  2.1682  1.1237
H  6.3229  1.7332  -1.3269
H  8.0643  1.5819  -1.3960
H  7.9559  4.2413  -0.7019
H  6.2221  4.0280  -0.6515
H  7.1055  3.9741  -2.1068
H  7.7007  -0.4140  0.0619
H  5.9834  -0.1577  -0.1942
H  6.6566  -0.1661  2.7799
H  6.4399  -1.7415  1.9625
H  3.3568  0.0279  3.0502
H  4.7087  -0.5711  3.9921
H  3.6680  -1.6817  3.0787
C  -5.9318  -5.4878  -5.3537
C  -6.0777  -4.3771  -4.3723
N  -4.6805  -3.6754  -4.0400
C  -4.9286  -2.5933  -2.9221
C  -3.5395  -4.6739  -3.6666
C  -3.8941  -5.7282  -2.5707
C  -4.1399  -2.8838  -5.3103
C  -2.8672  -2.0082  -5.1870
O  -3.0257  -0.8949  -4.2836
C  -2.3389  0.3272  -4.6847
H  -6.8101  -5.8800  -5.8664
H  -5.5522  -6.4388  -4.9802
H  -5.2893  -5.3497  -6.2234
H  -6.4829  -4.7002  -3.4134
H  -6.7015  -3.5315  -4.6620
H  -5.3326  -3.1296  -2.0635
H  -5.7037  -1.8571  -3.1351
H  -3.9613  -2.1844  -2.6302
H  -2.7549  -3.9863  -3.3508
H  -3.2884  -5.1912  -4.5926
H  -2.9937  -6.0451  -2.0444
H  -4.4786  -6.5334  -3.0159
H  -4.5110  -5.2177  -1.8311
H  -4.8986  -2.1278  -5.5127
H  -4.1333  -3.5814  -6.1477
H  -2.6621  -1.6439  -6.1936
H  -1.9348  -2.4919  -4.8958
H  -1.2745  0.1510  -4.8404
H  -2.4680  1.0766  -3.9039
H  -2.8165  0.6724  -5.6017
C  2.2118  -1.0245  6.0573
C  1.0477  -1.5991  6.9003
N  0.5229  -3.0218  6.4605
C  1.7026  -3.9414  6.9303
C  -0.6983  -3.4275  7.2779
C  -1.9821  -2.7279  6.8710
C  0.3729  -3.1960  4.9035
C  -0.2470  -4.4837  4.3841
O  -0.4367  -4.1914  3.0187
C  -0.9346  -5.2977  2.3276
H  1.9086  -1.0418  5.0105
H  3.2088  -1.4186  6.2543
H  2.2092  0.0236  6.3567
H  0.1752  -0.9542  6.7956
H  1.3416  -1.6663  7.9478
H  1.5260  -4.9245  6.4940
H  1.6246  -3.9464  8.0175
H  2.6643  -3.5217  6.6351
H  -0.4105  -3.2176  8.3081
H  -0.7144  -4.5116  7.1658
H  -1.9097  -1.6871  7.1864
H  -2.8715  -3.1841  7.3056
H  -2.2542  -2.7759  5.8166
H  1.3353  -3.1616  4.3929
H  -0.1100  -2.2724  4.5843
H  -1.1268  -4.7680  4.9613
H  0.4628  -5.3070  4.4652
H  -1.9058  -5.7166  2.5912
H  -0.3474  -6.2064  2.4601
H  -1.0870  -4.8490  1.3460
C  3.8875  4.9592  1.9611
C  3.6300  4.0563  3.2487
N  2.1391  4.0881  3.7954
C  1.8860  5.5744  4.3119
C  1.0478  3.7990  2.6992
C  1.2258  2.4851  1.9016
C  2.0167  3.1264  5.0262
C  2.7282  3.5180  6.3811
O  2.0160  4.6003  6.9491
C  2.6366  5.0103  8.1650
H  3.2803  4.6961  1.0949
H  4.9276  4.7705  1.6954
H  3.9232  6.0364  2.1239
H  4.1787  4.2773  4.1643
H  3.7748  2.9983  3.0304
H  2.0272  6.2271  3.4504
H  2.5753  5.9307  5.0775
H  0.8219  5.6565  4.5333
H  1.2181  4.6127  1.9942
H  0.2018  3.8698  3.3828
H  2.1924  2.4935  1.3978
H  0.4868  2.4871  1.1004
H  1.1102  1.6110  2.5424
H  2.4087  2.1953  4.6170
H  0.9463  2.9559  5.1416
H  3.7359  3.9225  6.2855
H  2.7331  2.6671  7.0623
H  3.7184  5.1432  8.1765
H  2.3886  4.2476  8.9032
H  2.2311  5.9756  8.4682
C  1.9970  -1.0235  -3.7912
C  2.3198  -1.5278  -5.2379
C  2.4032  -3.0204  -5.2607
N  2.3989  -3.7452  -6.6541
C  3.2320  -2.8628  -7.6754
C  0.9732  -3.9375  -7.1941
C  0.4686  -5.2839  -6.5437
C  1.7610  -6.0829  -6.1386
C  2.9371  -5.1941  -6.5318
H  1.6553  -1.9029  -3.2453
H  1.2511  -0.2562  -3.5838
H  2.7905  -0.6782  -3.1284
H  3.1660  -0.9897  -5.6651
H  1.4780  -1.2584  -5.8757
H  1.5957  -3.6175  -4.8370
H  3.3929  -3.3371  -4.9316
H  2.6990  -1.9197  -7.7958
H  3.3493  -3.4340  -8.5963
H  4.1547  -2.8975  -7.0961
H  1.1532  -4.1323  -8.2513
H  0.3464  -3.0687  -6.9933
H  -0.0777  -5.9590  -7.2024
H  -0.1747  -5.0503  -5.6954
H  1.8482  -6.9554  -6.7861
H  1.7368  -6.3314  -5.0776
H  3.3033  -5.6111  -7.4699
H  3.7754  -5.1883  -5.8351
C  -0.9406  5.1743  -1.1330
C  0.2158  6.1082  -1.4533
C  1.4012  5.3389  -1.9948
N  2.6623  6.1700  -2.4220
C  3.3622  6.8379  -1.1765
C  3.7477  5.2153  -3.1083
C  4.4629  6.1189  -4.1325
C  3.5051  7.3436  -4.3333
C  2.2693  7.1236  -3.5597
H  -0.8570  4.6565  -0.1775
H  -0.9855  4.3594  -1.8554
H  -1.8805  5.7263  -1.1265
H  0.4821  6.5886  -0.5118
H  -0.1336  6.8947  -2.1221
H  1.0091  4.8136  -2.8657
H  1.7455  4.5900  -1.2816
H  4.1232  7.5449  -1.5067
H  3.8088  6.0305  -0.5961
H  2.6627  7.3921  -0.5508
H  4.3592  4.7452  -2.3381
H  3.2126  4.3837  -3.5668
H  5.4669  6.3555  -3.7803
H  4.6024  5.4896  -5.0115
H  4.0319  8.2348  -3.9921
H  3.3194  7.5679  -5.3836
H  1.7652  7.9898  -3.1311
H  1.5828  6.6630  -4.2702
C  -2.9893  2.3739  -0.0369
C  -2.2020  1.2465  -0.6104
C  -1.7729  0.3686  0.5774
N  -0.8256  -0.8613  0.1820
C  -1.6362  -1.8735  -0.7565
C  -0.3980  -1.5597  1.4862
C  0.9742  -2.1658  1.0857
C  1.5312  -1.4820  -0.1503
C  0.5422  -0.3181  -0.4073
H  -2.3889  2.9986  0.6244
H  -3.8808  1.9503  0.4257
H  -3.4384  2.8885  -0.8864
H  -1.3676  1.6304  -1.1974
H  -2.8295  0.7080  -1.3206
H  -2.6265  -0.0744  1.0905
H  -1.1598  0.9083  1.2992
H  -1.6093  -1.5531  -1.7980
H  -2.6510  -2.1344  -0.4562
H  -1.0165  -2.7650  -0.6600
H  -1.2142  -2.1983  1.8239
H  -0.1757  -0.8264  2.2614
H  0.8852  -3.2275  0.8554
H  1.7401  -2.0365  1.8504
H  1.5379  -2.1552  -1.0075
H  2.5145  -1.0463  0.0271
H  0.2967  -0.1743  -1.4595
H  0.9012  0.6233  0.0086
C  -4.5604  -3.0941  3.9261
C  -5.3142  -1.7180  3.7727
C  -5.0564  -0.8424  5.0123
N  -5.6217  0.5434  4.8440
C  -7.1457  0.4264  4.6473
C  -5.3491  1.4211  6.0625
C  -5.3107  2.8811  5.6714
C  -4.9751  2.7927  4.1311
C  -4.8556  1.3153  3.7186
H  -4.4223  -3.3559  4.9751
H  -3.5856  -3.0438  3.4410
H  -5.0724  -3.9259  3.4423
H  -6.3354  -2.0834  3.6641
H  -5.0354  -1.2078  2.8507
H  -4.0141  -0.6316  5.2513
H  -5.4404  -1.1470  5.9859
H  -7.5200  -0.0906  3.7637
H  -7.5592  1.4324  4.7177
H  -7.5541  -0.0799  5.5220
H  -5.9872  1.1184  6.8928
H  -4.3633  1.1660  6.4512
H  -6.3086  3.2740  5.8657
H  -4.6569  3.4777  6.3077
H  -5.8321  3.2593  3.6453
H  -4.0680  3.3665  3.9413
H  -5.2330  0.8847  2.7911
H  -3.8063  1.0202  3.7271
C  0.7943  -7.0109  -0.1522
C  2.1730  -6.6712  -0.6117
C  2.7492  -5.4794  0.1988
N  4.2804  -5.1884  -0.1336
C  5.2097  -6.3404  0.2680
C  4.7286  -3.8608  0.5791
C  4.9766  -2.8186  -0.4876
C  5.3328  -3.6746  -1.6803
C  4.3662  -4.8389  -1.6346
H  0.8324  -7.2336  0.9141
H  0.3616  -7.9141  -0.5824
H  0.0295  -6.2344  -0.1661
H  2.0409  -6.3807  -1.6540
H  2.8078  -7.5570  -0.5916
H  2.8053  -5.5888  1.2819
H  2.2685  -4.5419  -0.0806
H  5.1690  -6.5526  1.3364
H  6.2102  -5.9177  0.1763
H  5.0702  -7.1977  -0.3905
H  5.6111  -4.0583  1.1877
H  3.8514  -3.6240  1.1813
H  5.9137  -2.2995  -0.2868
H  4.1322  -2.1583  -0.6853
H  6.3362  -4.0991  -1.6467
H  5.3897  -3.0603  -2.5789
H  4.7247  -5.6421  -2.2784
H  3.4604  -4.4148  -2.0679
Cl  0.2224  -4.3357  -2.6601
Cl  -1.0546  0.6277  4.4991
B  -6.2634  -0.5650  0.0467
F  -7.2896  -0.3235  -0.8402
F  -5.8314  -1.8380  -0.0890
F  -5.2787  0.3700  -0.1693
F  -6.6348  -0.3379  1.3669
B  3.5600  1.9872  -1.7534
F  2.2687  2.0417  -2.2476
F  3.8475  0.7556  -1.1496
F  4.4390  2.2633  -2.7750
F  3.7583  2.9711  -0.8077

Properties
relative energy (zero: lowest compared OMol25 entry of this formula, charge and spin) = 0.000 eV
charge = +6